Run i
Here is a 2-piece molecular cluster, C3H6O2 overall from the OMol25 dataset. Energies are from wB97M-V/def2-TZVPD.

SMILES ... O=CO.C=C
Lowest unoccupied orbital energy ... 0.7130 eV
HOMO level ... -9.9 eV
HOMO-LUMO gap ... 10.65 eV
Total charge ... 0

Element x y z (Å)
C: 1.897 3.451 0.895
C: 1.490 2.313 0.268
H: 2.650 3.573 1.597
H: 1.405 4.351 0.659
H: 1.999 1.426 0.411
H: 0.585 2.332 -0.282
O: -1.651 -2.764 -1.872
C: -2.293 -3.203 -0.981
O: -1.850 -3.971 0.026
H: -3.286 -3.143 -0.710
H: -0.945 -4.365 -0.010

Atomic partial charges in e from the natural (NBO) method, atoms 1 to 4: atom 1 (C): -0.370, atom 2 (C): -0.375, atom 3 (H): 0.186, atom 4 (H): 0.180

Run ii
Here is a 2-piece molecular cluster, C3H6O2 overall from the OMol25 dataset. Energies are from wB97M-V/def2-TZVPD.

SMILES ... O=CO.C=C
Lowest unoccupied orbital energy ... 0.8679 eV
HOMO level ... -10.3 eV
HOMO-LUMO gap ... 11.21 eV
Total charge ... 0

Element x y z (Å)
C: 1.312 0.574 -1.646
C: 0.585 1.475 -1.000
H: 2.212 0.244 -1.147
H: 1.017 0.000 -2.511
H: 0.896 1.779 -0.006
H: -0.318 1.968 -1.337
O: -1.198 -1.958 0.409
C: -1.319 -1.584 1.533
O: -0.985 -0.391 2.016
H: -1.760 -2.221 2.304
H: -0.442 0.113 1.385

Atomic partial charges in e from the natural (NBO) method, atoms 1 to 4: atom 1 (C): -0.366, atom 2 (C): -0.404, atom 3 (H): 0.189, atom 4 (H): 0.204

Need the numbers? Relative energies in kJ/mol: run i 43.2; run ii 0.0.

Run i
Here is C3H6O2 in the gas phase from the OMol25 dataset. Energies are from wB97M-V/def2-TZVPD.

SMILES ... C1COCO1
Lowest unoccupied orbital energy ... 1.0351 eV
HOMO level ... -9.7 eV
HOMO-LUMO gap ... 10.77 eV
Total charge ... 0

Element x y z (Å)
C: -0.735 -0.819 -0.381
C: 0.452 0.219 -0.921
C: 0.212 0.530 1.166
H: -1.504 -0.445 -0.944
H: -0.565 -1.919 -0.531
H: 0.002 0.819 -1.692
H: 1.495 -0.130 -1.082
H: -0.075 1.147 2.035
H: 1.130 -0.241 1.236
O: 0.460 1.175 0.113
O: -0.872 -0.336 0.999

Atomic partial charges in e from the natural (NBO) method, atoms 1 to 4: atom 1 (C): -0.106, atom 2 (C): -0.121, atom 3 (C): 0.251, atom 4 (H): 0.178

Run ii
Here is a 2-piece molecular cluster, C3H6O2 overall from the OMol25 dataset. Energies are from wB97M-V/def2-TZVPD.

SMILES ... CC=O.C=O
Lowest unoccupied orbital energy ... 0.5352 eV
HOMO level ... -10.1 eV
HOMO-LUMO gap ... 10.64 eV
Total charge ... 0

Element x y z (Å)
O: -2.832 -3.042 2.492
C: -1.897 -2.318 2.284
H: -1.233 -2.130 3.144
H: -1.670 -1.833 1.325
O: 1.534 2.934 -0.619
C: 1.652 1.755 -0.825
C: 0.706 1.004 -1.720
H: 2.406 1.177 -0.263
H: 0.423 0.080 -1.220
H: -0.197 1.588 -1.886
H: 1.108 0.785 -2.710

Atomic partial charges in e from the natural (NBO) method, atoms 1 to 4: atom 1 (O): -0.488, atom 2 (C): 0.271, atom 3 (H): 0.106, atom 4 (H): 0.110

Run iii
Here is C3H6O2 in the gas phase from the OMol25 dataset. Energies are from wB97M-V/def2-TZVPD.

SMILES ... C[C@H](O)C=O
Lowest unoccupied orbital energy ... 0.4160 eV
HOMO level ... -10.1 eV
HOMO-LUMO gap ... 10.51 eV
Total charge ... 0

Element x y z (Å)
C: -1.180 -0.749 -0.493
C: -0.183 -0.197 0.450
C: 1.119 0.279 -0.152
H: -2.107 -1.100 0.114
H: -1.435 0.060 -1.204
H: -0.678 -1.516 -1.132
H: 0.282 -0.977 1.115
H: -1.614 0.391 1.683
H: 1.823 0.812 0.572
O: -0.725 0.808 1.378
O: 1.375 -0.016 -1.375

Atomic partial charges in e from the natural (NBO) method, atoms 1 to 4: atom 1 (C): -0.644, atom 2 (C): -0.012, atom 3 (C): 0.409, atom 4 (H): 0.210

Need the numbers? Relative energies in kJ/mol: run i 98.7; run ii 16.2; run iii 0.0.

Run i
Here is C3H6O2 in the gas phase from the OMol25 dataset. Energies are from wB97M-V/def2-TZVPD.

SMILES ... COCC=O
Lowest unoccupied orbital energy ... 0.9632 eV
HOMO level ... -9.6 eV
HOMO-LUMO gap ... 10.54 eV
Total charge ... 0

Element x y z (Å)
C: 1.029 0.480 -1.129
C: -0.184 -0.775 0.515
C: -1.326 0.169 0.924
H: 1.139 0.496 -2.209
H: 2.035 0.378 -0.666
H: 0.524 1.401 -0.768
H: -0.555 -1.815 0.655
H: 0.608 -0.659 1.257
H: -1.740 -0.135 1.953
O: 0.197 -0.655 -0.821
O: -1.729 1.114 0.290

Atomic partial charges in e from the natural (NBO) method, atoms 1 to 4: atom 1 (C): -0.258, atom 2 (C): -0.174, atom 3 (C): 0.423, atom 4 (H): 0.199

Run ii
Here is C3H6O2 in the gas phase from the OMol25 dataset. Energies are from wB97M-V/def2-TZVPD.

SMILES ... CC(=O)CO
Lowest unoccupied orbital energy ... 0.8898 eV
HOMO level ... -9.8 eV
HOMO-LUMO gap ... 10.69 eV
Total charge ... 0

Element x y z (Å)
C: -0.214 -0.401 -1.000
C: 0.595 -0.124 1.596
C: -0.090 0.519 0.368
O: -0.758 0.371 -1.999
O: -0.602 1.584 0.276
H: 0.885 -0.449 -1.391
H: 0.156 -1.138 1.689
H: 0.565 0.510 2.516
H: 1.622 -0.219 1.165
H: -0.656 -1.547 -1.339
H: -1.502 0.894 -1.881

Atomic partial charges in e from the natural (NBO) method, atoms 1 to 4: atom 1 (C): -0.201, atom 2 (C): -0.723, atom 3 (C): 0.593, atom 4 (O): -0.742

Need the numbers? Relative energies in kJ/mol: run i 0.0; run ii 71.3.